(1)
# CH3O3Si

A 2-piece molecular cluster, CH3O3Si overall (ωB97M-V/def2-TZVPD, the OMol25 dataset).

The geometry in XYZ format:
```
8
Properties=species:S:1:pos:R:3
O 1.414 -1.267 2.219
H 0.696 -0.679 -1.896
C 0.269 -1.016 2.362
O -0.842 -0.956 2.789
Si -0.069 0.030 -0.902
H 1.017 1.390 -0.796
O -1.329 0.858 -1.660
H -1.156 1.640 -2.118
```

Values from the calculation:
* max |F|: 3.1 eV/A
* energy above the lowest of the compared OMol25 structures with the same formula, charge and spin: 193.0 kJ/mol
* charge: -1



(2)
# CH3O4P

A 2-piece molecular cluster, CH3O4P overall (ωB97M-V/def2-TZVPD, the OMol25 dataset).

The geometry in XYZ format:
```
9
Properties=species:S:1:pos:R:3
H 0.352 -0.841 1.101
P -1.207 -0.333 -0.786
H 1.277 1.601 0.975
O -0.550 -1.142 -1.815
O 1.112 -0.355 1.448
C 1.122 0.697 0.447
O -1.960 -1.136 0.244
H 1.819 0.608 -0.397
O -1.965 0.901 -1.217
```

Values from the calculation:
* max |F|: 2.9 eV/A
* energy above the lowest of the compared OMol25 structures with the same formula, charge and spin: 168.4 kJ/mol
* charge: -2



no.,total energy (hartree)
1,-555.1505
2,-682.1809